Entry from the OMol25 dataset: the ion C4H7N2S2 with charge +1 (ωB97M-V/def2-TZVPD).

The geometry in ORCA input format:
```
! RIJCOSX wB97M-V def2-TZVPD def2/J DEFGRID3
* xyz 1 1
N 1.4812 0.4382 0.8484
C 0.9895 -0.5559 0.2130
N 1.3528 -1.8099 0.4391
C -0.4737 -0.3263 -0.8828
C -0.8259 1.1310 -0.8993
C -1.9055 1.4006 -0.1615
S -2.7618 0.0957 0.6922
S -1.6783 -1.4036 -0.2681
H 1.5152 1.4031 0.5165
H 2.1417 0.4917 1.6243
H 0.8350 -2.5579 -0.0251
H 1.9875 -1.9510 1.3139
H -0.0039 -0.6756 -1.7599
H -0.3854 1.9007 -1.5072
H -2.2683 2.4192 -0.1433
*
```

Summary:
- calculated total energy (eV) = -28904.4839
- lowest unoccupied orbital energy (eV) = -3.41
- relative energy (zero: lowest compared OMol25 entry of this formula, charge and spin) (eV) = 1.314
- frontier orbital gap (Ha) = 0.319

---

Entry from the OMol25 dataset: the molecule C4H7N3 (ωB97M-V/def2-TZVPD).

The geometry in ORCA input format:
```
! RIJCOSX wB97M-V def2-TZVPD def2/J DEFGRID3
* xyz 0 1
H -2.5937 -0.4789 -2.0955
N -2.4968 -1.1974 -2.8446
N -1.2866 -1.4687 -3.0191
C -0.3922 -0.8478 -2.2191
C 0.2688 -0.6011 -1.2286
N 0.9144 -0.2364 -0.1317
C 0.1504 0.2068 1.0367
C 0.9881 1.1516 1.8772
H 1.7694 -0.7386 0.0663
H -0.7471 0.7077 0.6607
H -0.1837 -0.6570 1.6292
H 1.2335 2.0508 1.3049
H 1.9251 0.6696 2.1784
H 0.4505 1.4393 2.7852
*
```

Summary:
- calculated total energy (eV) = -8727.8987
- lowest unoccupied orbital energy (eV) = 0.56
- relative energy (zero: lowest compared OMol25 entry of this formula, charge and spin) (eV) = 3.781
- frontier orbital gap (Ha) = 0.344

---

- What is the formula in the first record?
  C4H7N2S2

---

- Which formula does entry 1 have?
  C4H7N2S2

---

- Number 1 is which compound?
  C4H7N2S2

---

- The highest frontier orbital gap belongs to which entry?
  C4H7N3